DFT (ωB97M-V/def2-TZVPD) results for one molecule with the formula BrClH2OP2.

## Properties
Calculated total energy: -103223.770 eV
Structure (SMILES): OP(Cl)#[PH]Br
Spin multiplicity: 1

Atoms and positions in Å:
O1 1.7363 0.1436 0.3729
P1 0.6555 0.0678 -0.8710
Cl1 0.4002 -1.9507 -0.8399
P2 -1.1401 0.8788 0.1633
Br1 -1.7738 -0.6642 1.6162
H1 2.1240 1.0233 0.4523
H2 -2.0021 0.5014 -0.8938

Need the natural (NBO) charges? In units of e they are: O -0.99; P 0.83; Cl -0.27; P 0.14; Br -0.19; H 0.50; H -0.01

DFT (ωB97M-V/def2-TZVPD) results for C31H46InN2O8S2Si as an isolated structure.

## Properties
Calculated total energy: -86974.132 eV
Spin multiplicity: 1
Energy above the lowest of the compared OMol25 structures with the same formula, charge and spin: 13.5 kcal per mole
Total charge: +1

Atoms and positions in Å:
In1 0.1265 0.1785 0.2125
C1 -2.4834 2.8787 -1.2886
C2 -2.7988 1.4318 -1.6292
C3 -3.5375 0.7360 -0.4982
C4 -3.5913 1.3868 -2.9285
O1 -1.5042 0.7623 -1.8032
Si1 -1.0831 -0.6995 -2.4671
S1 -0.4297 -1.8688 -0.7871
O2 -2.3589 -1.3520 -3.1944
C5 -2.5935 -2.6702 -3.7653
C6 -1.2763 -3.3595 -4.0926
C7 -3.4095 -2.4347 -5.0242
C8 -3.3820 -3.4594 -2.7325
O3 0.2546 -0.4712 -3.3455
C9 0.5918 0.4247 -4.4355
C10 -0.4905 0.3561 -5.5029
C11 1.9200 -0.0814 -4.9725
C12 0.7335 1.8410 -3.8950
H1 -3.4123 3.4277 -1.1330
H2 -1.9357 3.3531 -2.1042
H3 -1.8887 2.9519 -0.3806
H4 -4.5205 1.1886 -0.3594
H5 -3.0006 0.8293 0.4504
H6 -3.6783 -0.3217 -0.7279
H7 -4.4667 2.0297 -2.8297
H8 -3.9216 0.3804 -3.1688
H9 -2.9870 1.7665 -3.7552
H10 -0.6926 -2.7727 -4.8020
H11 -1.4719 -4.3362 -4.5360
H12 -0.6761 -3.5168 -3.1942
H13 -2.8440 -1.8341 -5.7377
H14 -4.3352 -1.9111 -4.7837
H15 -3.6621 -3.3856 -5.4945
H16 -2.7968 -3.5948 -1.8213
H17 -3.6417 -4.4432 -3.1252
H18 -4.3029 -2.9328 -2.4794
H19 -0.5804 -0.6557 -5.8997
H20 -0.2425 1.0236 -6.3291
H21 -1.4590 0.6605 -5.0991
H22 1.8237 -1.1139 -5.3100
H23 2.6816 -0.0391 -4.1934
H24 2.2482 0.5316 -5.8126
H25 -0.2257 2.2243 -3.5468
H26 1.1024 2.5003 -4.6822
H27 1.4371 1.8619 -3.0618
C13 -1.4780 4.6607 3.3792
N1 -0.7205 3.9879 2.3275
C14 0.2729 4.6191 1.6576
C15 1.0642 4.0087 0.7421
C16 0.7960 2.6386 0.5118
O4 1.3972 1.8728 -0.3149
N2 -0.1984 2.0275 1.1902
C17 -0.9608 2.6205 2.1646
O5 -1.7858 2.0291 2.8251
H28 -1.3043 5.7305 3.3050
H29 -1.1541 4.3026 4.3553
H30 -2.5360 4.4463 3.2593
H31 0.3985 5.6655 1.9015
H32 1.8490 4.5268 0.2180
O6 2.4497 2.5241 3.4868
O7 1.1464 2.6846 4.0803
O8 1.3729 -0.6773 1.7642
S2 2.8915 -0.7179 1.9411
C18 3.3947 -2.3777 1.3885
C19 2.8144 -3.5055 2.1844
C20 3.5933 -4.1569 3.1378
C21 3.0533 -5.1753 3.9084
C22 1.7270 -5.5453 3.7339
C23 0.9477 -4.9023 2.7825
C24 1.4879 -3.8875 2.0069
C25 3.0607 -0.8926 3.7317
C26 2.5394 0.3391 4.3851
C27 3.2720 1.6607 4.3364
C28 3.3265 2.3051 5.6981
C29 2.1206 2.4272 6.2299
C30 1.0484 1.8933 5.3117
C31 1.3287 0.4703 4.9098
H33 4.4864 -2.3664 1.4168
H34 3.0828 -2.3917 0.3423
H35 4.6322 -3.8746 3.2695
H36 3.6683 -5.6836 4.6388
H37 1.3040 -6.3407 4.3329
H38 -0.0836 -5.1957 2.6379
H39 0.8797 -3.3933 1.2602
H40 4.1237 -1.0648 3.9246
H41 2.4903 -1.7748 4.0232
H42 4.2259 1.6288 3.8134
H43 4.2450 2.6924 6.1142
H44 1.8869 2.9273 7.1585
H45 0.0287 2.0689 5.6426
H46 0.5762 -0.3055 4.9520

Need the Mulliken charges? In units of e they are: In 1.86; C -1.73; C 1.63; C -1.40; C -1.52; O 0.19; Si -1.82; S -0.56; O 1.06; C 1.53; C -1.24; C -1.62; C -1.60; O -0.06; C 1.75; C -1.26; C -1.77; C -1.40; H 0.53; H 0.33; H 0.27; H 0.53; H 0.15; H 0.16; H 0.58; H 0.22; H 0.22; H 0.19; H 0.57; H 0.22; H 0.29; H 0.33; H 0.46; H 0.24; H 0.49; H 0.32; H 0.27; H 0.56; H 0.08; H 0.39; H 0.33; H 0.41; H 0.09; H 0.56; H 0.30; C -0.86; N 0.36; C -0.04; C -1.30; C 1.04; O -0.87; N 0.43; C -0.11; O -0.66; H 0.36; H 0.22; H 0.28; H 0.42; H 0.56; O -0.27; O 0.01; O -0.70; S 0.49; C -1.14; C -0.11; C -0.14; C -0.70; C -0.37; C -0.92; C 0.30; C -1.09; C -0.06; C -0.24; C -0.78; C -0.71; C -0.05; C -0.48; H 0.61; H 0.46; H 0.39; H 0.41; H 0.40; H 0.44; H 0.55; H 0.63; H 0.44; H 0.62; H 0.43; H 0.47; H 0.65; H 0.46

DFT (ωB97M-V/def2-TZVPD) results for a 2-piece molecular cluster, C3H6N2O3 overall at a distorted geometry.

## Properties
Calculated total energy: -12324.630 eV
Spin multiplicity: 1
Energy above the lowest of the compared OMol25 structures with the same formula, charge and spin: 175.2 kcal per mole

Atoms and positions in Å:
C1 1.7078 -0.0868 1.4452
C2 1.3873 -2.5058 0.9263
C3 -0.7135 1.4025 -0.6602
N1 0.4516 -2.3401 0.0605
N2 0.9946 0.8564 1.0271
O1 2.0795 -3.2340 1.5155
O2 0.9179 2.0539 1.2540
O3 -0.0135 0.3613 -0.0665
H1 2.4327 0.1070 2.2146
H2 -1.7871 1.2045 -0.6139
H3 -0.3914 1.5421 -1.6972
H4 -0.5007 2.3250 -0.0986
H5 0.1372 -1.3841 -0.1486
H6 0.0168 -3.1342 -0.4035

Need the natural (NBO) charges? In units of e they are: C -0.27; C 0.90; C -0.28; N -0.84; N 0.26; O -0.46; O -0.47; O -0.51; H 0.19; H 0.18; H 0.17; H 0.23; H 0.48; H 0.42

DFT (ωB97M-V/def2-TZVPD) results for a 6-piece molecular cluster, H12O6 overall at a distorted geometry.

## Properties
Calculated total energy: -12479.674 eV
Structure (SMILES): O.O.O.O.O.O
Spin multiplicity: 1
Energy above the lowest of the compared OMol25 structures with the same formula, charge and spin: 33.2 kcal per mole

Atoms and positions in Å:
O1 2.8505 -0.2466 0.2476
H1 3.1619 -0.2513 -0.7057
H2 2.1556 -0.9880 0.1734
O2 1.0755 -2.0251 -0.7331
H3 0.2345 -2.0530 -0.1950
H4 1.5976 -2.9442 -0.8677
O3 -1.4586 -1.9560 0.6465
H5 -1.9617 -1.2794 0.1580
H6 -1.2235 -1.4413 1.5489
O4 1.3471 2.0774 0.3921
H7 0.8349 2.1322 1.3330
H8 2.0155 1.2921 0.3939
O5 -2.9194 0.1594 0.0231
H9 -3.5833 0.2097 -0.7192
H10 -2.2193 0.7987 -0.2321
O6 -0.9073 1.8686 -0.6272
H11 0.0950 1.8377 -0.3814
H12 -1.0950 2.8089 -0.4551

Need the natural (NBO) charges? In units of e they are: O -0.99; H 0.48; H 0.51; O -1.02; H 0.53; H 0.50; O -0.99; H 0.51; H 0.47; O -0.98; H 0.49; H 0.53; O -0.99; H 0.48; H 0.51; O -1.02; H 0.50; H 0.47

DFT (ωB97M-V/def2-TZVPD) results for one molecule with the formula C3H4S4 at a distorted geometry.

## Properties
Calculated total energy: -46514.376 eV
Structure (SMILES): S=C=C(S)SCS
Spin multiplicity: 1
Energy above the lowest of the compared OMol25 structures with the same formula, charge and spin: 37.0 kcal per mole

Atoms and positions in Å:
S1 3.6227 0.4400 0.6336
C1 2.1556 0.0723 0.2881
C2 1.0029 -0.3197 -0.1916
S2 0.5553 -1.9784 0.3129
S3 0.1224 0.5336 -1.4244
C3 -1.5355 0.3225 -0.8006
S4 -1.8207 1.5357 0.6121
H1 0.2985 -1.7903 1.5209
H2 -1.5668 -0.7139 -0.7376
H3 -2.3104 0.6846 -1.4610
H4 -0.5242 1.2135 1.2478

Need the natural (NBO) charges? In units of e they are: S 0.22; C -0.06; C -0.57; S 0.07; S 0.33; C -0.66; S -0.06; H 0.11; H 0.23; H 0.25; H 0.15

DFT (ωB97M-V/def2-TZVPD) results for an isolated ion of composition C2H9N2 and charge +1.

## Properties
Calculated total energy: -5193.300 eV
Structure (SMILES): NCC[NH3+]
Spin multiplicity: 1
Energy above the lowest of the compared OMol25 structures with the same formula, charge and spin: 15.1 kcal per mole
Total charge: +1

Atoms and positions in Å:
N1 -1.1834 0.0422 1.4872
C1 -0.1742 -0.5250 0.6200
C2 -0.1016 0.3005 -0.6564
N2 1.2869 0.1902 -1.2895
H1 -2.1253 -0.2356 1.2155
H2 -1.0452 -0.2560 2.4490
H3 -0.3087 -1.5737 0.3611
H4 0.7842 -0.5093 1.1504
H5 -0.3171 1.3539 -0.4909
H6 -0.7414 -0.1602 -1.4184
H7 2.0294 0.6635 -0.7751
H8 1.5338 -0.7988 -1.3495
H9 1.2186 0.5648 -2.2411

Need the natural (NBO) charges? In units of e they are: N -0.82; C -0.25; C -0.22; N -0.67; H 0.38; H 0.39; H 0.19; H 0.20; H 0.25; H 0.22; H 0.45; H 0.44; H 0.45

Question: spin multiplicity of number 4 (H12O6)?
Answer: 1